1.
{"formula": "C4H3ClN2O2", "method": "the ωB97M-V functional and the def2-TZVPD basis", "species": ["C", "C", "C", "C", "N", "N", "O", "O", "Cl", "H", "H", "H"], "coordinates": [[-2.035, -0.593, 0.147], [0.911, 0.410, -0.869], [-1.427, 0.645, -0.040], [1.966, 0.308, 0.241], [-0.293, 0.981, -0.429], [-2.033, -1.740, 0.236], [-2.360, -2.853, 0.346], [1.236, 0.265, -2.047], [-2.490, 1.708, 0.885], [1.463, 0.758, 1.089], [2.875, 0.798, -0.036], [2.188, -0.688, 0.477]], "lumo_energy_ev": -0.802, "gap_ev": 9.641, "e_above_lowest_kj_mol": 216.87, "largest_force_ha_per_bohr": 0.0547, "total_energy_ev": -23790.0454, "homo_energy_ev": -10.44}

***

2.
{"formula": "C23H31ClF3KN2O3S", "method": "the ωB97M-V functional and the def2-TZVPD basis", "species": ["K", "C", "C", "C", "C", "C", "C", "C", "C", "C", "C", "C", "C", "N", "C", "C", "C", "C", "C", "N", "C", "C", "C", "C", "H", "H", "H", "H", "H", "H", "H", "H", "H", "H", "H", "H", "H", "H", "H", "H", "H", "H", "H", "H", "H", "H", "H", "H", "H", "H", "H", "H", "H", "Cl", "C", "H", "H", "F", "C", "F", "F", "S", "O", "O", "O"], "coordinates": [[-14.218, -7.187, 0.556], [-16.080, -4.453, -4.644], [-15.444, -5.403, -3.676], [-13.865, -5.573, -3.909], [-16.149, -6.714, -3.452], [-16.535, -7.521, -4.537], [-17.255, -8.739, -4.264], [-17.697, -8.965, -2.997], [-17.297, -8.210, -1.914], [-17.639, -8.598, -0.489], [-19.025, -8.015, -0.102], [-17.683, -10.135, -0.221], [-16.549, -7.030, -2.143], [-16.158, -6.232, -1.091], [-16.943, -5.329, -0.657], [-16.688, -4.582, 0.513], [-17.454, -3.520, 0.938], [-16.821, -3.126, 2.147], [-15.745, -4.029, 2.341], [-15.661, -4.904, 1.365], [-14.738, -4.106, 3.464], [-13.348, -4.227, 2.792], [-14.983, -5.373, 4.244], [-14.844, -2.892, 4.290], [-15.843, -3.431, -4.232], [-17.184, -4.399, -4.690], [-15.703, -4.417, -5.739], [-15.417, -4.904, -2.690], [-13.674, -6.300, -4.726], [-13.272, -5.934, -3.098], [-13.446, -4.600, -4.235], [-16.149, -7.278, -5.503], [-17.579, -9.477, -5.003], [-18.251, -9.816, -2.752], [-16.860, -8.309, 0.243], [-19.889, -8.277, -0.788], [-19.189, -6.991, 0.119], [-19.281, -8.583, 0.804], [-18.508, -10.595, -0.773], [-17.760, -10.357, 0.863], [-16.740, -10.658, -0.755], [-17.756, -4.931, -1.259], [-18.468, -3.383, 0.594], [-17.170, -2.414, 2.890], [-13.340, -5.076, 2.170], [-12.448, -4.298, 3.507], [-13.120, -3.365, 2.165], [-15.235, -6.210, 3.693], [-15.744, -5.244, 5.035], [-13.985, -5.537, 4.777], [-14.577, -2.019, 3.695], [-14.227, -2.880, 5.184], [-15.787, -2.742, 4.726], [-11.499, -5.665, -0.923], [-11.834, -7.510, -1.311], [-11.268, -7.911, -0.367], [-10.914, -7.623, -2.001], [-15.938, -9.993, 5.603], [-15.984, -9.754, 4.262], [-16.643, -10.750, 3.634], [-16.775, -8.658, 4.172], [-14.323, -9.502, 3.485], [-14.665, -9.248, 2.103], [-13.832, -8.343, 4.281], [-13.632, -10.718, 3.829]], "lumo_energy_ev": 4.413, "gap_ev": 5.957, "e_above_lowest_kj_mol": 150.04, "total_charge": -2, "largest_force_ha_per_bohr": 0.0759, "total_energy_ev": -81312.3511, "homo_energy_ev": -1.54}

***

3.
{"formula": "C4H3N3", "method": "the ωB97M-V functional and the def2-TZVPD basis", "species": ["C", "C", "N", "N", "C", "C", "N", "H", "H", "H"], "coordinates": [[0.044, 0.089, -0.266], [1.040, -0.549, -0.867], [-1.455, 1.004, 0.735], [-0.436, -0.648, 2.144], [-0.573, 0.011, 1.069], [-0.758, 1.158, -0.908], [-1.094, 1.893, -1.760], [0.322, -1.321, 2.063], [1.578, -1.319, -0.329], [1.331, -0.320, -1.883]], "lumo_energy_ev": [-2.859, -2.901], "gap_ev": [7.196, 7.094], "e_above_lowest_kj_mol": 560.31, "largest_force_ha_per_bohr": 0.0236, "total_energy_ev": -8660.6037, "homo_energy_ev": [-10.06, -10.00]}

***

4.
{"formula": "C36H34N2O7S2V", "method": "the ωB97M-V functional and the def2-TZVPD basis", "species": ["V", "O", "N", "N", "O", "C", "C", "C", "C", "C", "C", "H", "H", "H", "H", "H", "O", "S", "C", "C", "C", "C", "S", "O", "C", "C", "C", "C", "C", "C", "C", "C", "C", "C", "C", "C", "H", "H", "H", "H", "H", "H", "H", "H", "H", "H", "H", "H", "H", "H", "H", "H", "H", "H", "O", "C", "C", "O", "O", "C", "C", "C", "C", "C", "C", "C", "C", "C", "C", "C", "C", "H", "H", "H", "H", "H", "H", "H", "H", "H", "H", "H"], "coordinates": [[0.279, -0.040, -0.568], [-0.340, 0.962, 0.869], [-0.028, 2.195, 0.856], [0.621, 2.517, -0.183], [0.856, 1.592, -1.080], [1.152, 3.814, -0.376], [0.320, 4.920, -0.478], [0.885, 6.167, -0.689], [2.261, 6.312, -0.768], [3.083, 5.204, -0.649], [2.530, 3.950, -0.470], [-0.749, 4.803, -0.399], [0.252, 7.033, -0.790], [2.690, 7.290, -0.916], [4.154, 5.311, -0.683], [3.154, 3.075, -0.385], [-1.632, 0.605, -1.406], [-2.254, 0.083, -2.667], [-3.748, -0.918, -2.189], [-3.571, -2.084, -1.216], [-4.020, -1.798, 0.222], [-3.012, -0.998, 1.032], [-1.319, -1.729, 1.241], [-0.784, -1.571, -0.160], [-1.752, -3.482, 1.221], [-2.545, -4.037, 2.213], [-2.891, -5.376, 2.126], [-2.431, -6.151, 1.072], [-1.597, -5.599, 0.112], [-1.246, -4.262, 0.195], [-1.073, -1.217, -3.131], [-1.385, -2.544, -3.372], [-0.359, -3.470, -3.517], [0.966, -3.065, -3.461], [1.272, -1.718, -3.321], [0.254, -0.785, -3.165], [-4.139, -1.251, -3.151], [-4.441, -0.174, -1.793], [-2.527, -2.392, -1.188], [-4.157, -2.929, -1.586], [-4.219, -2.755, 0.709], [-4.960, -1.240, 0.207], [-3.379, -0.792, 2.036], [-2.782, -0.052, 0.535], [-2.897, -3.429, 3.032], [-3.526, -5.812, 2.883], [-2.713, -7.191, 1.002], [-1.219, -6.202, -0.700], [-0.584, -3.814, -0.533], [-2.408, -2.873, -3.448], [-0.607, -4.510, -3.672], [1.759, -3.792, -3.556], [2.299, -1.380, -3.351], [0.478, 0.281, -3.159], [2.568, 1.110, 1.109], [3.207, -0.160, 1.237], [1.981, -1.061, 0.891], [1.321, -1.653, 1.722], [1.695, -1.014, -0.354], [3.751, -0.415, 2.625], [4.072, 0.627, 3.489], [4.602, 0.374, 4.743], [4.828, -0.925, 5.157], [4.529, -1.968, 4.299], [3.982, -1.720, 3.052], [4.240, -0.335, 0.123], [3.991, 0.262, -1.112], [4.843, 0.061, -2.185], [5.961, -0.744, -2.043], [6.224, -1.329, -0.817], [5.370, -1.131, 0.257], [3.084, 1.748, 1.620], [3.923, 1.665, 3.220], [4.829, 1.203, 5.397], [5.236, -1.121, 6.138], [4.713, -2.984, 4.610], [3.731, -2.552, 2.411], [3.123, 0.893, -1.246], [4.632, 0.538, -3.132], [6.618, -0.906, -2.884], [7.101, -1.949, -0.694], [5.597, -1.595, 1.204]], "lumo_energy_ev": [-2.429, -2.440], "gap_ev": [8.625, 8.705], "e_above_lowest_kj_mol": 255.44, "total_charge": 1, "largest_force_ha_per_bohr": 0.0832, "spin_multiplicity": 3, "total_energy_ev": -102546.9288, "homo_energy_ev": [-11.05, -11.15], "s2": 2.0101}

***

Repeat the third record exactly.
{"formula": "C4H3N3", "method": "the ωB97M-V functional and the def2-TZVPD basis", "species": ["C", "C", "N", "N", "C", "C", "N", "H", "H", "H"], "coordinates": [[0.044, 0.089, -0.266], [1.040, -0.549, -0.867], [-1.455, 1.004, 0.735], [-0.436, -0.648, 2.144], [-0.573, 0.011, 1.069], [-0.758, 1.158, -0.908], [-1.094, 1.893, -1.760], [0.322, -1.321, 2.063], [1.578, -1.319, -0.329], [1.331, -0.320, -1.883]], "lumo_energy_ev": [-2.859, -2.901], "gap_ev": [7.196, 7.094], "e_above_lowest_kj_mol": 560.31, "largest_force_ha_per_bohr": 0.0236, "total_energy_ev": -8660.6037, "homo_energy_ev": [-10.06, -10.00]}

***

Copy entry 3 word for word.
{"formula": "C4H3N3", "method": "the ωB97M-V functional and the def2-TZVPD basis", "species": ["C", "C", "N", "N", "C", "C", "N", "H", "H", "H"], "coordinates": [[0.044, 0.089, -0.266], [1.040, -0.549, -0.867], [-1.455, 1.004, 0.735], [-0.436, -0.648, 2.144], [-0.573, 0.011, 1.069], [-0.758, 1.158, -0.908], [-1.094, 1.893, -1.760], [0.322, -1.321, 2.063], [1.578, -1.319, -0.329], [1.331, -0.320, -1.883]], "lumo_energy_ev": [-2.859, -2.901], "gap_ev": [7.196, 7.094], "e_above_lowest_kj_mol": 560.31, "largest_force_ha_per_bohr": 0.0236, "total_energy_ev": -8660.6037, "homo_energy_ev": [-10.06, -10.00]}